{
  "formula": "C6H12N4O2",
  "method": "the ωB97M-V functional and the def2-TZVPD basis",
  "homo_ev": -8.05,
  "lumo_ev": 0.8,
  "smiles": "Nc1c[nH]cn1.CON(C)C=O",
  "total_charge": 0,
  "elements": ["C", "C", "C", "C", "C", "C", "H", "H", "H", "H", "H", "H", "H", "H", "H", "H", "H", "H", "N", "N", "N", "N", "O", "O"],
  "xyz": [[0.87, 2.16, -0.32], [1.11, -0.59, 1.29], [2.76, -0.47, -0.54], [-2.31, -0.20, -0.19], [-1.91, -1.43, 0.27], [-0.41, -0.55, -1.08], [1.03, 3.23, -0.12], [0.94, 1.98, -1.40], [-0.13, 1.88, 0.06], [1.61, -0.36, 2.24], [1.17, -1.64, 1.07], [0.07, -0.28, 1.35], [3.33, 0.29, -1.10], [-3.80, 0.44, 1.00], [-3.42, 1.45, -0.27], [-2.38, -2.14, 0.92], [-0.09, -2.39, -0.21], [0.50, -0.45, -1.66], [1.76, 0.10, 0.20], [-3.51, 0.48, 0.04], [-0.67, -1.63, -0.31], [-1.36, 0.34, -1.03], [1.90, 1.47, 0.38], [2.95, -1.67, -0.60]],
  "lowdin_charge": [-0.080, -0.015, -0.308, -0.412, -0.056, -0.235, 0.093, 0.092, 0.071, 0.108, 0.081, 0.083, 0.154, 0.071, 0.087, 0.111, 0.111, 0.125, -0.202, 0.091, 0.031, 0.102, -0.129, 0.029]
}

{
  "formula": "C24H43BO13P2",
  "method": "the ωB97M-V functional and the def2-TZVPD basis",
  "homo_ev": -9.76,
  "lumo_ev": -0.6,
  "smiles": "CB(O)[C@H]1OC(=O)O[C@H]1CC(=O)c1ccccc1.CCOP(=O)(OCC)OCC.CCOP(=O)(OCC)OCC",
  "total_charge": 0,
  "elements": ["C", "B", "O", "C", "O", "C", "O", "O", "C", "C", "C", "O", "C", "C", "C", "C", "C", "C", "H", "H", "H", "H", "H", "H", "H", "H", "H", "H", "H", "H", "H", "O", "P", "O", "C", "C", "O", "C", "C", "O", "C", "C", "H", "H", "H", "H", "H", "H", "H", "H", "H", "H", "H", "H", "H", "H", "H", "O", "P", "O", "C", "C", "O", "C", "C", "O", "C", "C", "H", "H", "H", "H", "H", "H", "H", "H", "H", "H", "H", "H", "H", "H", "H"],
  "xyz": [[2.36, -5.89, -2.22], [1.71, -5.29, -0.89], [0.44, -5.76, -0.58], [2.45, -4.25, 0.10], [3.84, -4.30, -0.43], [4.00, -3.27, -1.30], [4.92, -3.10, -2.04], [2.90, -2.40, -1.28], [2.28, -2.75, -0.04], [1.02, -2.00, 0.42], [-0.18, -2.04, -0.55], [-0.30, -1.19, -1.40], [-1.22, -3.13, -0.36], [-1.97, -3.47, -1.48], [-2.90, -4.49, -1.36], [-3.06, -5.15, -0.15], [-2.33, -4.77, 0.97], [-1.39, -3.75, 0.87], [2.75, -5.08, -2.85], [1.68, -6.55, -2.76], [3.21, -6.51, -1.87], [0.41, -6.66, -0.94], [2.51, -4.67, 1.11], [3.04, -2.37, 0.69], [1.30, -0.94, 0.50], [0.74, -2.29, 1.44], [-1.85, -2.97, -2.44], [-3.49, -4.81, -2.21], [-3.77, -5.97, -0.03], [-2.44, -5.28, 1.92], [-0.84, -3.50, 1.77], [-1.86, 3.64, -6.09], [-0.98, 3.42, -4.90], [-2.04, 2.87, -3.77], [-2.90, 1.78, -4.06], [-2.21, 0.45, -3.82], [-0.79, 4.96, -4.39], [-0.96, 6.06, -5.28], [-2.33, 6.69, -5.09], [0.34, 3.03, -3.97], [1.13, 1.88, -4.28], [1.31, 1.66, -5.77], [-3.28, 1.83, -5.08], [-3.76, 1.87, -3.39], [-1.42, 0.30, -4.56], [-2.91, -0.37, -3.90], [-1.74, 0.43, -2.83], [-0.80, 5.76, -6.32], [-0.19, 6.79, -5.04], [-3.12, 5.95, -5.24], [-2.48, 7.51, -5.79], [-2.43, 7.06, -4.07], [0.69, 1.00, -3.81], [2.11, 2.03, -3.82], [0.36, 1.40, -6.25], [2.01, 0.85, -5.96], [1.68, 2.57, -6.26], [-0.90, 2.40, 6.18], [0.26, 1.58, 5.72], [-0.04, 1.49, 4.10], [-0.22, 2.68, 3.34], [1.11, 3.26, 2.89], [-0.31, 0.10, 6.15], [-1.26, -0.05, 7.21], [-2.65, -0.22, 6.63], [1.74, 0.83, 5.52], [2.95, 1.59, 5.60], [2.91, 2.66, 6.68], [-0.79, 3.43, 3.89], [-0.81, 2.41, 2.46], [1.67, 3.65, 3.74], [0.96, 4.07, 2.18], [1.73, 2.49, 2.41], [-1.22, 0.80, 7.90], [-0.98, -0.94, 7.77], [-2.92, 0.62, 5.99], [-3.39, -0.31, 7.43], [-2.69, -1.12, 6.02], [3.17, 2.03, 4.63], [3.75, 0.89, 5.83], [2.18, 3.44, 6.43], [3.88, 3.13, 6.79], [2.62, 2.23, 7.64]],
  "lowdin_charge": [0.019, -0.394, 0.131, -0.066, 0.039, -0.533, 0.164, 0.094, -0.255, -0.019, -0.308, 0.099, -0.159, -0.017, -0.073, -0.083, -0.077, -0.035, 0.078, 0.067, 0.087, 0.107, 0.168, 0.165, 0.135, 0.120, 0.121, 0.109, 0.107, 0.110, 0.113, -0.230, 0.590, -0.199, -0.290, -0.078, -0.215, -0.298, -0.078, -0.183, -0.279, -0.090, 0.106, 0.118, 0.066, 0.078, 0.066, 0.102, 0.114, 0.074, 0.075, 0.076, 0.103, 0.120, 0.069, 0.084, 0.086, -0.223, 0.613, -0.210, -0.292, -0.078, -0.222, -0.298, -0.077, -0.190, -0.287, -0.090, 0.107, 0.119, 0.062, 0.080, 0.079, 0.103, 0.114, 0.074, 0.076, 0.075, 0.103, 0.120, 0.071, 0.084, 0.087]
}

{
  "formula": "C4H8BN",
  "method": "the ωB97M-V functional and the def2-TZVPD basis",
  "homo_ev": -9.27,
  "lumo_ev": 0.7,
  "smiles": "C=C[C@@H]1NB1C",
  "total_charge": 0,
  "elements": ["B", "C", "C", "C", "C", "N", "H", "H", "H", "H", "H", "H", "H", "H"],
  "xyz": [[1.02, 0.24, 0.24], [-0.33, 0.75, 0.64], [-1.67, 0.28, 0.02], [-2.17, -0.92, -0.05], [2.24, -0.75, -0.14], [0.46, 1.42, -0.25], [-0.59, 1.32, 1.54], [-2.09, 1.18, -0.55], [-1.88, -1.75, 0.48], [-3.03, -1.15, -0.57], [2.41, -0.37, -1.10], [2.06, -1.85, -0.13], [3.10, -0.72, 0.49], [0.47, 2.33, -0.61]],
  "lowdin_charge": [-0.286, -0.285, -0.129, 0.001, -0.002, 0.158, 0.117, 0.124, 0.034, 0.028, 0.030, 0.064, 0.034, 0.110]
}

{
  "formula": "C27H26FN7ORhSe",
  "method": "the ωB97M-V functional and the def2-TZVPD basis",
  "homo_ev": [-10.18, -10.18],
  "lumo_ev": [-3.6, -3.6],
  "total_charge": 1,
  "elements": ["Rh", "O", "C", "C", "C", "C", "C", "C", "N", "H", "H", "H", "H", "H", "H", "H", "Se", "C", "C", "C", "N", "C", "C", "H", "H", "H", "H", "C", "N", "C", "C", "N", "C", "H", "H", "H", "H", "H", "H", "F", "N", "C", "C", "C", "C", "C", "C", "N", "C", "C", "C", "C", "N", "C", "C", "H", "H", "H", "H", "H", "H", "H", "H", "H"],
  "xyz": [[1.89, -0.66, 0.40], [2.15, -0.47, 2.69], [3.47, -0.79, 3.13], [4.46, -0.84, 2.01], [5.82, -0.93, 2.28], [6.71, -1.00, 1.23], [6.23, -0.96, -0.07], [4.87, -0.85, -0.26], [4.01, -0.80, 0.76], [1.61, -1.28, 2.73], [3.48, -1.74, 3.66], [3.78, -0.02, 3.84], [6.16, -0.94, 3.31], [7.77, -1.09, 1.42], [6.89, -1.00, -0.92], [4.44, -0.79, -1.25], [2.14, 1.71, 0.00], [1.87, 3.56, 0.47], [2.95, 4.31, 0.93], [2.75, 5.66, 1.14], [1.59, 6.28, 0.93], [0.56, 5.54, 0.51], [0.65, 4.18, 0.27], [3.91, 3.85, 1.10], [3.57, 6.29, 1.48], [-0.37, 6.07, 0.36], [-0.21, 3.62, -0.08], [1.43, -0.30, -5.07], [1.71, -0.92, -3.78], [2.27, -2.16, -3.55], [2.39, -2.29, -2.21], [1.92, -1.15, -1.62], [1.51, -0.34, -2.59], [1.77, -0.97, -5.86], [1.97, 0.64, -5.15], [0.37, -0.12, -5.18], [2.52, -2.83, -4.36], [2.78, -3.12, -1.63], [1.07, 0.63, -2.44], [1.65, -2.54, 1.10], [-5.23, -1.85, -0.10], [-6.54, -1.48, 0.12], [-7.76, -2.01, -0.28], [-8.89, -1.35, 0.13], [-8.82, -0.18, 0.91], [-7.62, 0.35, 1.30], [-6.45, -0.31, 0.90], [-5.13, 0.00, 1.14], [-4.44, -0.93, 0.54], [-2.98, -0.91, 0.50], [-2.22, -1.84, -0.21], [-0.85, -1.67, -0.29], [-0.23, -0.65, 0.29], [-0.94, 0.22, 1.02], [-2.30, 0.12, 1.15], [-4.93, -2.65, -0.62], [-7.81, -2.90, -0.89], [-9.86, -1.74, -0.15], [-9.74, 0.31, 1.20], [-7.55, 1.26, 1.89], [-2.67, -2.69, -0.70], [-0.23, -2.37, -0.83], [-0.39, 1.02, 1.49], [-2.88, 0.83, 1.73]],
  "lowdin_charge": [0.920, -0.122, -0.139, -0.233, 0.007, -0.024, -0.026, -0.104, -0.013, 0.090, 0.148, 0.143, 0.130, 0.121, 0.117, 0.103, 0.707, -0.621, -0.122, -0.141, 0.059, -0.144, -0.121, 0.093, 0.109, 0.108, 0.091, 0.014, -0.102, -0.029, -0.106, -0.091, -0.159, 0.097, 0.103, 0.101, 0.130, 0.123, 0.103, -0.499, 0.169, -0.186, -0.018, -0.080, -0.080, -0.007, -0.218, 0.185, -0.282, -0.108, 0.020, -0.107, -0.070, -0.103, 0.027, 0.154, 0.111, 0.106, 0.105, 0.115, 0.115, 0.109, 0.099, 0.122]
}

{
  "formula": "C3H2N2O2",
  "method": "the ωB97M-V functional and the def2-TZVPD basis",
  "homo_ev": -10.67,
  "lumo_ev": 0.3,
  "total_charge": 0,
  "elements": ["N", "C", "O", "C", "O", "C", "N", "H", "H"],
  "xyz": [[-1.28, -0.23, 0.00], [-0.04, 0.21, 0.32], [0.82, -0.66, -0.20], [2.14, -0.19, -0.09], [3.01, -0.67, -0.72], [-2.30, 0.64, 0.19], [-3.15, 1.42, 0.31], [-1.46, -1.06, -0.55], [2.18, 0.65, 0.62]],
  "lowdin_charge": [0.042, -0.052, -0.008, -0.298, 0.133, -0.284, 0.169, 0.164, 0.135]
}

{
  "formula": "C3H5IN2",
  "method": "the ωB97M-V functional and the def2-TZVPD basis",
  "homo_ev": -8.25,
  "lumo_ev": -0.1,
  "total_charge": 0,
  "elements": ["C", "C", "C", "N", "N", "I", "H", "H", "H", "H", "H"],
  "xyz": [[-1.06, -0.02, -0.17], [-2.15, -0.94, 0.06], [0.10, -0.76, 0.03], [1.75, 0.97, 0.21], [1.34, -0.43, 0.00], [-3.89, 0.39, -0.21], [-0.97, 1.06, -0.42], [-0.08, -1.84, 0.35], [1.94, 1.39, -0.67], [0.98, 1.41, 0.68], [2.04, -1.22, 0.15]],
  "lowdin_charge": [-0.412, -0.451, -0.231, 0.078, -0.044, 0.530, 0.068, 0.139, 0.071, 0.070, 0.182]
}

{
  "formula": "C5H9NO",
  "method": "the ωB97M-V functional and the def2-TZVPD basis",
  "homo_ev": [-7.81, -7.81],
  "lumo_ev": [0.0, 0.0],
  "total_charge": 0,
  "elements": ["C", "C", "C", "N", "C", "C", "O", "H", "H", "H", "H", "H", "H", "H", "H", "H"],
  "xyz": [[-1.40, 1.01, 1.41], [-0.85, -0.04, 0.47], [-0.11, 0.49, -0.72], [0.74, -0.67, -0.93], [1.65, -0.69, -1.80], [0.34, -0.99, 0.99], [0.22, -1.86, 1.78], [-0.58, 1.66, 1.74], [-1.87, 0.54, 2.28], [-2.13, 1.64, 0.88], [-1.65, -0.74, 0.15], [-0.71, 0.58, -1.64], [0.37, 1.47, -0.50], [2.06, -1.08, 0.69], [1.86, -1.59, -2.39], [1.96, 0.23, -2.28]],
  "lowdin_charge": [-0.065, -0.313, -0.199, -0.140, -0.049, -0.278, 0.031, 0.083, 0.081, 0.087, 0.154, 0.130, 0.132, 0.183, 0.086, 0.078]
}

{
  "formula": "C5H10O",
  "method": "the ωB97M-V functional and the def2-TZVPD basis",
  "homo_ev": -9.45,
  "lumo_ev": 1.0,
  "smiles": "C=C(C)C.C=O",
  "total_charge": 0,
  "elements": ["C", "C", "C", "C", "C", "O", "H", "H", "H", "H", "H", "H", "H", "H", "H", "H"],
  "xyz": [[-1.36, 0.80, -0.76], [-0.01, 0.15, -0.75], [1.16, 1.09, -0.74], [0.15, -1.18, -0.71], [-0.01, -0.56, 2.27], [0.09, 0.63, 2.46], [-2.17, 0.06, -0.77], [-1.48, 1.46, -1.62], [-1.48, 1.42, 0.14], [-0.71, -1.85, -0.71], [1.14, 1.76, -1.61], [2.12, 0.56, -0.74], [1.12, 1.73, 0.16], [1.14, -1.63, -0.69], [-0.99, -1.08, 2.22], [0.88, -1.22, 2.16]],
  "lowdin_charge": [-0.072, -0.450, -0.071, 0.000, -0.164, -0.020, 0.076, 0.082, 0.081, 0.064, 0.082, 0.077, 0.079, 0.064, 0.087, 0.084]
}

{
  "formula": "C10H7NO4",
  "method": "the ωB97M-V functional and the def2-TZVPD basis",
  "homo_ev": -7.07,
  "lumo_ev": -0.4,
  "total_charge": 0,
  "elements": ["C", "C", "C", "C", "C", "C", "C", "C", "C", "C", "N", "O", "O", "O", "O", "H", "H", "H", "H", "H", "H", "H"],
  "xyz": [[-0.26, -0.42, 2.12], [-0.10, 0.93, 2.45], [-0.10, -0.86, 0.86], [0.13, 1.86, 1.43], [0.21, 0.01, -0.21], [0.39, 1.36, 0.14], [0.72, -0.45, -1.48], [0.47, 2.38, -0.98], [-3.12, 2.60, 0.03], [0.44, 1.74, -2.25], [-0.56, 1.77, -3.02], [-3.59, 2.94, 1.00], [0.17, -1.48, -2.14], [0.66, 3.59, -0.72], [-2.73, 2.10, -0.92], [-0.40, -1.13, 2.80], [0.32, 1.25, 3.41], [-0.15, -1.82, 0.60], [0.46, 2.91, 1.63], [0.79, -1.71, -2.98], [-1.23, 2.50, -2.87], [-0.61, 1.44, -3.94]],
  "lowdin_charge": [-0.065, -0.055, -0.016, -0.012, -0.190, -0.117, -0.066, -0.399, -0.442, -0.022, 0.168, 0.248, -0.016, 0.001, 0.213, 0.066, 0.113, 0.072, 0.131, 0.179, 0.113, 0.097]
}

Values of energy above the lowest of the compared OMol25 structures with the same formula, charge and spin, in order: 46.4 64.2 59.1 37.8 52.6 73.1 144.1 33.5 136.1, all in kcal/mol.